C43H103F2N3O7P2S2 | ωB97M-V/def2-TZVPD

Each atom is followed by the atoms it is bonded to, with distances in Å.
CARTESIAN COORDINATES (ANGSTROEM)
1 S -0.87265 -3.21188 -6.38783  S2 2.257, F5 1.640, O8 1.466, O13 1.452, N15 1.700
2 S 0.64409 -2.42638 -4.91224  S1 2.257, F6 1.604, O9 1.448, O10 1.470, N15 1.434
3 P 5.37485 2.36604 -1.60658  C30 1.814, C31 1.800, C36 1.822, C44 1.842
4 P -2.08512 -0.86765 3.07979  C19 1.867, C38 1.771, C42 1.921, C52 1.827
5 F -2.50621 -3.13105 -6.50649  S1 1.640
6 F 1.07752 -1.11759 -4.09198  S2 1.604
7 O -4.62263 3.36711 -3.23100  C33 1.433, C49 1.399
8 O -0.84323 -4.56762 -5.82961  S1 1.466
9 O 0.72976 -3.41674 -3.85909  S2 1.448
10 O 1.70286 -2.43700 -5.93146  S2 1.470
11 O -1.86792 0.27014 -0.71468  C35 1.378
12 O -5.47229 -1.59541 -3.05447  C24 1.472, C46 1.440
13 O -0.60835 -2.87912 -7.77649  S1 1.452
14 N -3.81686 2.65303 -0.44270  C56 1.564, H100 1.010, H152 1.010, H162 1.010
15 N -0.66555 -1.95651 -5.26050  S1 1.700, S2 1.434
16 N -2.73103 -1.49966 -3.38049  C29 1.497, H69 1.010, H131 1.010, H145 1.010
17 C -2.26506 -3.35044 -1.79032  C29 1.534, H102 1.090, H110 1.090, H120 1.090
18 C 9.58258 2.38158 -1.87728  C34 1.517, C57 1.519, H63 1.090, H74 1.090
19 C -1.62444 -2.40194 2.12175  P4 1.867, C40 1.576, H104 1.090, H143 1.090
20 C -1.14777 1.64055 3.85125  C23 1.550, C52 1.574, H72 1.090, H107 1.090
21 C -6.07571 -0.48081 1.80041  C28 1.599, C43 1.525, H88 1.090, H159 1.090
22 C -0.14788 2.15248 -0.90153  C35 1.627, H66 1.090, H123 1.090, H147 1.090
23 C 0.03804 2.63859 3.85492  C20 1.550, C39 1.581, H133 1.090, H134 1.090
24 C -6.85145 -1.22744 -2.69515  O12 1.472, H114 1.090, H122 1.090, H148 1.090
25 C 0.41740 -0.44938 -1.00565  C35 1.580, H119 1.090, H138 1.090, H150 1.090
26 C -3.43017 -3.30702 6.39241  C50 1.522, C53 1.518, H141 1.090, H161 1.090
27 C 4.73062 4.54943 0.03692  C30 1.483, C47 1.538, H83 1.090, H128 1.090
28 C -4.65283 -1.20373 1.90260  C21 1.599, C38 1.552, H111 1.090, H116 1.090
29 C -3.32144 -2.68432 -2.68030  N16 1.497, C17 1.534, C46 1.572, H82 1.090
30 C 4.32414 3.77675 -1.16147  P3 1.814, C27 1.483, H93 1.090, H154 1.090
31 C 7.08283 2.90188 -1.79505  P3 1.800, C57 1.549, H77 1.090, H86 1.090
32 C 4.22736 0.35469 1.89379  C51 1.490, C59 1.487, H70 1.090, H105 1.090
33 C -3.90908 3.42827 -4.47268  O7 1.433, H87 1.090, H91 1.090, H109 1.090
34 C 10.68173 1.39614 -1.52868  C18 1.517, H101 1.090, H115 1.090, H121 1.090
35 C -0.67355 0.66058 -1.28034  O11 1.378, C22 1.627, C25 1.580, H78 1.090
36 C 4.81525 1.41471 -3.05631  P3 1.822, C54 1.535, H85 1.090, H108 1.090
37 C -0.61836 -4.26771 3.83297  C40 1.600, C58 1.590, H65 1.090, H130 1.090
38 C -3.63181 -0.21030 2.51965  P4 1.771, C28 1.552, H71 1.090, H95 1.090
39 C 1.22213 2.26478 4.83323  C23 1.581, H73 1.090, H113 1.090, H126 1.090
40 C -0.37518 -3.18071 2.68454  C19 1.576, C37 1.600, H89 1.090, H127 1.090
41 C 4.36693 -1.01923 -3.91434  C45 1.426, C54 1.545, H151 1.090, H160 1.090
42 C -2.40925 -1.55221 4.84465  P4 1.921, C50 1.538, H62 1.090, H76 1.090
43 C -7.15703 -1.35034 1.16841  C21 1.525, H94 1.090, H106 1.090, H153 1.090
44 C 5.39543 1.28937 -0.11217  P3 1.842, C59 1.521, H124 1.090, H157 1.090
45 C 4.98713 -2.28436 -4.13665  C41 1.426, H61 1.090, H79 1.090, H144 1.090
46 C -4.70029 -2.27557 -2.04672  O12 1.440, C29 1.572, H146 1.090, H155 1.090
47 C 3.67487 5.24271 0.91421  C27 1.538, C48 1.610, H118 1.090, H129 1.090
48 C 2.83046 4.10573 1.67911  C47 1.610, H90 1.090, H103 1.090, H125 1.090
49 C -4.69257 2.05491 -2.75175  O7 1.399, C56 1.558, H136 1.090, H140 1.090
50 C -3.58997 -2.50168 5.11061  C26 1.522, C42 1.538, H68 1.090, H97 1.090
51 C 2.91879 -0.00162 2.51030  C32 1.490, H80 1.090, H81 1.090, H137 1.090
52 C -0.66714 0.27328 3.23830  P4 1.827, C20 1.574, H67 1.090, H98 1.090
53 C -4.39231 -4.45308 6.64689  C26 1.518, H112 1.090, H117 1.090, H149 1.090
54 C 5.34962 -0.00647 -3.28470  C36 1.535, C41 1.545, H139 1.090, H158 1.090
55 C -6.22166 3.16783 -1.01522  C56 1.555, H75 1.090, H92 1.090, H135 1.090
56 C -5.06479 2.15427 -1.24264  N14 1.564, C49 1.558, C55 1.555, H99 1.090
57 C 8.18294 1.81467 -1.71468  C18 1.519, C31 1.549, H60 1.090, H156 1.090
58 C -0.16954 -5.66200 3.21493  C37 1.590, H64 1.090, H132 1.090, H142 1.090
59 C 4.10894 0.70672 0.45369  C32 1.487, C44 1.521, H84 1.090, H96 1.090
60 H 7.93098 0.99397 -2.38630  C57 1.090
61 H 5.05090 -2.74882 -3.15263  C45 1.090
62 H -1.53558 -2.12161 5.16179  C42 1.090
63 H 9.74571 3.29232 -1.30104  C18 1.090
64 H -0.79609 -6.30554 2.59736  C58 1.090
65 H -1.61423 -4.44074 4.24089  C37 1.090
66 H 0.11572 2.31047 0.14425  C22 1.090
67 H 0.17167 -0.14811 3.79230  C52 1.090
68 H -4.57051 -2.03193 5.03332  C50 1.090
69 H -2.22717 -0.89749 -2.74518  N16 1.010
70 H 4.53646 1.27809 2.38359  C32 1.090
71 H -3.39530 0.39707 1.64600  C38 1.090
72 H -1.83792 2.19573 3.21599  C20 1.090
73 H 2.11674 2.88744 4.84069  C39 1.090
74 H 9.73831 2.66460 -2.91832  C18 1.090
75 H -6.05753 4.24203 -1.10039  C55 1.090
76 H -2.52844 -0.74504 5.56741  C42 1.090
77 H 6.98854 3.39962 -2.76017  C31 1.090
78 H -0.81219 0.73541 -2.35889  C35 1.090
79 H 5.97740 -2.33287 -4.58955  C45 1.090
80 H 3.06057 -0.26425 3.55864  C51 1.090
81 H 2.35270 -0.69140 1.88432  C51 1.090
82 H -3.54374 -3.32933 -3.53039  C29 1.090
83 H 5.30344 3.98762 0.77472  C27 1.090
84 H 3.76929 -0.20822 -0.03172  C59 1.090
85 H 5.08747 2.01340 -3.92555  C36 1.090
86 H 7.19931 3.69480 -1.05627  C31 1.090
87 H -3.06285 2.74518 -4.54605  C33 1.090
88 H -6.32569 -0.13766 2.80433  C21 1.090
89 H 0.32442 -2.40566 2.99753  C40 1.090
90 H 2.07927 4.67481 2.22679  C48 1.090
91 H -4.66581 3.11819 -5.19330  C33 1.090
92 H -7.04842 2.93821 -1.68740  C55 1.090
93 H 4.20682 4.45193 -2.00909  C30 1.090
94 H -8.10996 -0.84024 1.02764  C43 1.090
95 H -4.06400 0.45870 3.26380  C38 1.090
96 H 3.22828 1.32942 0.29624  C59 1.090
97 H -3.53535 -3.19835 4.27408  C50 1.090
98 H -0.25650 0.42263 2.23971  C52 1.090
99 H -5.19449 1.15409 -0.82920  C56 1.090
100 H -3.26071 1.81447 -0.35549  N14 1.010
101 H 10.57300 0.37208 -1.88587  C34 1.090
102 H -1.92531 -2.80226 -0.91159  C17 1.090
103 H 3.45502 3.48959 2.32594  C48 1.090
104 H -1.44424 -2.10767 1.08781  C19 1.090
105 H 4.96341 -0.44734 1.94947  C32 1.090
106 H -6.89085 -1.96937 0.31164  C43 1.090
107 H -1.62132 1.45977 4.81622  C20 1.090
108 H 3.76935 1.49640 -2.76046  C36 1.090
109 H -3.66783 4.45227 -4.75788  C33 1.090
110 H -1.42475 -3.65925 -2.41210  C17 1.090
111 H -4.71483 -1.99301 2.65180  C28 1.090
112 H -4.23284 -5.06362 5.75812  C53 1.090
113 H 0.78402 2.48946 5.80569  C39 1.090
114 H -7.32198 -0.59593 -3.44874  C24 1.090
115 H 11.64181 1.80793 -1.83976  C34 1.090
116 H -4.42367 -1.59354 0.91082  C28 1.090
117 H -5.41955 -4.08959 6.67445  C53 1.090
118 H 4.20808 5.90077 1.60031  C47 1.090
119 H 1.38830 -0.19642 -1.43163  C25 1.090
120 H -2.58632 -4.24994 -1.26516  C17 1.090
121 H 10.74815 1.31515 -0.44372  C34 1.090
122 H -7.47717 -2.10555 -2.53542  C24 1.090
123 H -0.90805 2.91822 -1.05607  C22 1.090
124 H 6.08685 0.49526 -0.39398  C44 1.090
125 H 2.34708 3.50929 0.90535  C48 1.090
126 H 1.43229 1.19599 4.79297  C39 1.090
127 H 0.07097 -3.60170 1.78353  C40 1.090
128 H 5.43498 5.26982 -0.37903  C27 1.090
129 H 3.10803 5.95979 0.32042  C47 1.090
130 H 0.01825 -3.85079 4.61336  C37 1.090
131 H -1.95661 -1.75003 -3.97856  N16 1.010
132 H 0.04693 -6.27027 4.09314  C58 1.090
133 H 0.43152 2.62904 2.83847  C23 1.090
134 H -0.45749 3.57100 4.12543  C23 1.090
135 H -6.63444 3.11107 -0.00800  C55 1.090
136 H -5.48663 1.48554 -3.23487  C49 1.090
137 H 2.27698 0.87926 2.49504  C51 1.090
138 H 0.64498 -0.42165 0.05997  C25 1.090
139 H 6.27827 0.08767 -3.84761  C54 1.090
140 H -3.74537 1.52471 -2.85080  C49 1.090
141 H -2.39805 -3.64118 6.49812  C26 1.090
142 H 0.74768 -5.55379 2.63606  C58 1.090
143 H -2.52076 -3.01402 2.02146  C19 1.090
144 H 4.37803 -2.95359 -4.74430  C45 1.090
145 H -3.42546 -1.03388 -3.94698  N16 1.010
146 H -5.16639 -3.13063 -1.55710  C46 1.090
147 H 0.80825 2.38045 -1.37265  C22 1.090
148 H -6.80781 -0.60658 -1.80032  C24 1.090
149 H -4.12215 -4.99798 7.55143  C53 1.090
150 H 0.22472 -1.46972 -1.33714  C25 1.090
151 H 3.49134 -1.08132 -3.26812  C41 1.090
152 H -4.06146 2.87800 0.51106  N14 1.010
153 H -7.41293 -2.15646 1.85602  C43 1.090
154 H 3.31015 3.39338 -1.04768  C30 1.090
155 H -4.52263 -1.44333 -1.36562  C46 1.090
156 H 8.25902 1.41300 -0.70425  C57 1.090
157 H 5.87577 1.94330 0.61566  C44 1.090
158 H 5.70798 -0.46447 -2.36279  C54 1.090
159 H -6.02645 0.38510 1.14020  C21 1.090
160 H 3.99481 -0.68083 -4.88135  C41 1.090
161 H -3.59615 -2.62597 7.22711  C26 1.090
162 H -3.23322 3.40575 -0.77865  N14 1.010

Calculated values
calculated total energy: -4069.1878 hartree
charge: +2
max |F|: 0.268 Eh/bohr